1.
Formula: C18H39NO2P2ReSi
Source: OMol25
Level of theory: the ωB97M-V functional and the def2-TZVPD basis

The geometry in XYZ format:
```
64
Properties=species:S:1:pos:R:3:forces:R:3:lowdin_charge:R:1
Re 0.016 0.610 -0.528 -0.0153 -0.6388 3.3984 0.905
P -0.712 0.989 -2.582 -0.6418 0.7166 -4.8754 0.639
P 1.024 0.180 1.818 0.2819 -1.0766 -0.2005 0.759
N 0.431 2.408 -0.261 0.5326 0.9395 0.3656 -0.197
H -1.531 0.653 0.062 0.0080 -0.2198 -0.2517 -0.010
C -2.505 1.203 -3.065 -0.1973 0.1191 0.3427 -0.249
H -2.664 1.390 -4.141 0.5000 -0.1204 0.3539 0.048
H -2.914 2.070 -2.532 0.0518 -0.2129 0.0648 0.042
H -3.098 0.321 -2.802 0.1635 0.1960 0.1107 0.021
C -0.254 -0.260 -3.909 -0.0331 -0.0504 -0.1797 -0.258
H -0.661 -0.016 -4.906 -0.0243 0.1626 0.4741 0.046
H -0.595 -1.272 -3.659 0.1248 0.2971 0.0215 0.015
H 0.836 -0.294 -4.027 -0.1330 -0.0194 0.2288 0.043
C -0.045 2.498 -3.446 0.0480 0.0407 0.1957 -0.264
H -0.372 2.595 -4.491 -0.1042 -0.2831 0.3012 0.045
H 1.051 2.463 -3.447 -0.1734 0.0554 0.1512 0.040
H -0.371 3.391 -2.903 0.1635 -0.1181 -0.0068 0.034
C -0.220 0.004 3.181 0.1496 0.5823 0.0094 -0.229
H 0.293 -0.192 4.132 -0.0219 0.0892 -0.1646 0.053
H -0.941 -0.796 2.997 0.4314 0.3708 -0.2653 -0.002
H -0.770 0.948 3.267 0.0802 -0.0662 0.0595 0.043
C 2.092 -1.300 2.043 -0.5310 -0.9104 -0.8026 -0.262
H 2.363 -1.529 3.077 0.4434 0.4528 -0.1327 0.055
H 2.901 -1.277 1.314 0.6178 0.3981 0.4649 0.051
H 1.531 -2.172 1.651 0.6092 1.0623 0.6313 -0.030
C 2.198 1.470 2.432 -0.2727 -0.0199 0.3880 -0.291
H 2.558 1.149 3.444 -0.1400 0.5480 -0.8205 0.046
H 1.647 2.442 2.480 0.7262 -0.6214 -0.0082 0.038
H 3.046 1.510 1.701 -0.7142 0.1512 0.7090 0.045
C 0.832 3.668 -0.184 0.0820 1.1151 -0.4496 -0.421
C 0.359 6.097 0.183 -0.0808 -0.9656 -0.0744 -0.101
C -0.063 4.764 0.143 0.0919 -0.1631 0.1908 -0.033
C 2.180 4.084 -0.524 0.0598 -0.0945 0.1164 -0.041
C 2.599 5.421 -0.481 -0.5108 -0.9883 0.0557 -0.101
C 1.689 6.421 -0.124 0.0386 0.2838 0.0307 -0.114
H -0.352 6.881 0.459 0.2432 -0.2718 -0.1274 0.100
H -1.091 4.476 0.375 0.2448 0.2527 -0.0333 0.101
H 2.866 3.280 -0.808 -0.1121 0.3446 0.0859 0.098
H 3.637 5.666 -0.721 -0.3765 -0.0586 0.0513 0.100
H 2.016 7.461 -0.088 -0.1010 -0.2783 -0.0046 0.097
C -0.817 -2.430 -1.238 -1.7839 -0.8071 -0.9337 -0.513
O -0.043 -1.519 -1.162 1.7228 -0.2791 -4.4361 -0.210
C -2.275 -2.089 -1.425 0.4705 0.7438 0.8911 -0.038
H -2.954 -2.849 -1.117 -0.4015 -0.7931 -0.3199 0.058
H -2.408 -1.841 -2.459 -0.3204 0.1813 -0.6452 0.066
H -2.482 -1.207 -0.771 0.2591 -0.4723 -0.7081 0.079
C -0.361 -3.878 -1.061 0.1596 0.4048 -0.2903 -0.041
H -0.845 -4.477 -0.232 0.4742 0.7776 -0.8157 0.085
H 0.730 -3.898 -1.068 -0.3075 -0.0733 0.4800 0.087
H -0.640 -4.492 -1.873 -0.6883 -0.4226 -1.4639 0.088
C -0.321 -3.315 3.219 -0.5952 0.5470 -0.3225 -0.218
Si -0.460 -3.195 1.364 2.1615 5.8003 1.2090 0.381
C 1.149 -4.411 1.324 -0.7616 -0.3183 -0.5731 -0.182
C -2.353 -2.969 1.492 -0.3649 -1.7586 -1.0680 -0.138
O -0.167 -1.551 0.734 -0.8010 -2.8633 5.2254 -0.646
H -0.586 -4.400 3.100 0.2275 0.5899 1.5305 0.046
H -1.151 -2.647 3.599 1.4370 -1.3298 0.5359 0.032
H 0.744 -3.097 3.479 -1.3956 -0.3544 0.5136 0.028
H 0.643 -5.385 1.356 0.3120 -0.3142 -0.0374 0.027
H 1.873 -4.446 0.490 -0.4793 0.2120 0.3655 0.036
H 1.687 -4.318 2.283 -0.2712 0.0425 -0.5913 0.030
H -2.428 -2.271 2.339 -0.1746 -0.1623 -0.7950 0.030
H -3.025 -2.740 0.617 0.8807 -0.3657 1.6240 0.027
H -2.519 -3.980 1.881 -1.2684 0.0145 0.2211 0.026
```
Positions in Å, forces in eV/Å.

Output
⟨S²⟩: 3.805
spin multiplicity: 4
Kohn-Sham gap (alpha / beta): 6.62 / 5.33 eV

2.
Formula: C18H40B5F20N2V
Source: OMol25
Level of theory: the ωB97M-V functional and the def2-TZVPD basis

The geometry in XYZ format:
```
86
Properties=species:S:1:pos:R:3:forces:R:3:lowdin_charge:R:1
V 1.174 -3.797 -0.635 -0.7530 -1.9911 -0.6316 1.599
C 0.971 3.721 -2.062 -0.3727 -1.2201 0.2245 -0.079
C 0.305 2.365 -2.558 -0.7227 1.9856 1.9709 -0.178
C -1.276 2.461 -2.489 1.2624 -1.5439 -2.1843 -0.085
N -1.987 1.099 -2.753 -0.6701 -1.0959 -0.8061 -0.230
C -3.485 1.436 -3.122 1.5954 0.5169 1.1814 -0.101
C -4.356 0.243 -3.049 -0.6629 -1.0607 -0.4235 -0.190
C -4.309 -0.566 -1.757 0.1194 0.2678 -1.0856 -0.176
C -2.871 -0.986 -1.505 -0.7181 0.5934 0.7387 -0.147
C -1.886 0.201 -1.520 -0.9892 -0.0860 0.2155 -0.084
C -1.385 0.333 -3.969 0.5257 1.9647 1.3234 0.058
H 2.052 3.575 -2.074 0.0571 0.1902 -0.7787 0.074
H 0.857 3.888 -0.990 -0.7890 0.1086 0.1141 0.040
H 0.628 4.586 -2.629 0.2862 0.0285 0.0466 0.075
H 0.619 1.639 -1.808 0.2357 -0.3711 -0.6770 0.079
H 0.733 2.248 -3.554 -0.5048 -0.7549 0.1185 0.117
H -1.594 2.995 -3.384 -0.1801 0.6783 0.3963 0.121
H -1.685 2.853 -1.558 0.1447 0.0222 -0.1430 0.124
H -3.711 2.216 -2.395 -0.4468 0.0826 -0.1370 0.128
H -3.461 1.831 -4.137 0.1466 0.2298 0.1674 0.132
H -5.377 0.434 -3.378 -0.0740 0.6262 0.2608 0.127
H -4.022 -0.408 -3.857 0.1231 -0.3789 0.0003 0.113
H -4.702 -0.058 -0.876 -0.1935 0.2821 -0.1535 0.118
H -4.914 -1.451 -1.952 -0.0318 -0.0477 0.3762 0.125
H -2.964 -1.308 -0.468 1.0086 -0.5598 -0.0511 0.113
H -2.626 -1.825 -2.156 0.5219 0.1938 0.1770 0.127
H -2.108 0.903 -0.715 -0.3423 -0.1407 0.3024 0.120
H -0.889 -0.179 -1.295 0.3201 0.2847 -0.8103 0.127
H -1.355 1.083 -4.760 0.2176 -0.1008 -0.1162 0.104
H -1.958 -0.523 -4.325 0.1647 0.0065 0.7491 0.109
H -0.397 0.159 -3.544 0.1287 -0.8502 -0.9520 0.083
C 3.446 3.879 0.701 0.4794 -0.3340 1.1294 -0.078
C 2.653 2.808 1.514 -0.0758 0.8988 -1.2090 -0.209
C 1.580 3.477 2.326 -0.8089 -0.0310 -0.0031 -0.146
N 0.696 2.511 3.148 0.0998 1.1719 2.2530 -0.218
C 1.560 1.826 4.234 -0.2594 -1.1932 -1.3448 -0.096
C 0.831 0.688 4.983 -0.1882 -0.1399 -0.9619 -0.141
C -0.020 -0.229 4.066 0.0335 0.3895 -1.0637 -0.147
C -0.921 0.542 3.049 0.0580 0.0162 0.9492 -0.151
C -0.096 1.551 2.247 -0.0606 -0.2013 1.1555 -0.087
C -0.272 3.386 4.009 0.7066 -0.2168 -0.8643 0.032
H 4.125 4.436 1.347 -0.1785 0.2140 0.3334 0.073
H 2.800 4.613 0.220 0.0458 -0.2636 -0.2979 0.065
H 4.153 3.384 0.036 -0.5023 -0.0160 -0.4392 0.086
H 3.345 2.257 2.151 -0.1173 -0.2416 -0.3617 0.117
H 2.149 2.214 0.751 0.3996 -0.7156 0.3001 0.088
H 0.860 3.999 1.695 -0.0320 -0.1031 -0.3335 0.121
H 2.016 4.284 2.915 -0.1710 -0.3785 0.8368 0.137
H 2.378 1.383 3.666 -0.0530 -0.1270 0.0866 0.120
H 2.012 2.578 4.881 -0.3863 0.1541 -0.0712 0.134
H 1.665 0.056 5.289 -0.2291 0.0973 0.8029 0.123
H 0.210 1.041 5.806 0.3649 0.0608 0.1897 0.110
H 0.650 -0.867 3.489 0.1616 0.0223 -0.1850 0.115
H -0.607 -0.957 4.625 -0.0722 0.3167 0.2081 0.124
H -1.376 -0.149 2.339 0.2632 -0.1896 -0.0717 0.114
H -1.781 0.981 3.556 0.0399 0.3203 0.1399 0.106
H 0.550 0.887 1.673 0.5572 0.8012 -0.3892 0.128
H -0.698 2.251 1.668 0.0132 -0.3657 -0.4092 0.127
H -0.885 4.003 3.352 0.0092 -0.1487 -0.0266 0.104
H 0.368 4.023 4.619 -0.0700 0.0219 -0.1641 0.102
H -0.893 2.797 4.685 0.1619 -0.2248 -0.4045 0.098
B 2.560 -3.891 1.697 3.5498 -1.6204 0.6124 -1.320
F 3.940 -3.927 1.973 -0.7924 0.1858 -0.0274 0.138
F 1.793 -3.922 2.754 -1.3702 0.4061 2.1312 0.270
F 2.314 -2.801 0.869 -0.6374 1.4423 -1.2241 0.134
F 2.238 -4.988 0.860 0.0415 0.0259 -0.9776 0.123
B 0.033 -3.587 -3.051 -0.5084 0.5521 -1.8423 -1.445
F -0.293 -2.289 -2.910 -0.4130 2.5725 -0.2447 0.206
F -0.431 -4.193 -1.945 -3.0759 -2.0067 3.8041 0.188
F -0.384 -4.078 -4.217 -0.1789 -0.6891 -1.0201 0.256
F 1.353 -3.804 -2.744 4.2882 0.3159 -0.7435 0.155
B 2.344 -0.633 -1.401 2.3124 1.3169 -0.0644 -1.378
F 1.950 0.116 -0.302 -0.7507 0.4516 0.9183 0.135
F 3.720 -0.729 -1.439 0.5449 0.3902 0.0382 0.160
F 1.901 -1.920 -1.334 -1.6031 -2.9330 0.5765 0.126
F 1.854 -0.071 -2.538 -0.7069 0.6424 -1.2394 0.171
B 0.984 -7.077 -0.948 -0.3698 -4.0980 2.2224 -1.408
F 1.263 -5.821 -1.206 1.6765 7.5868 -1.4206 0.165
F 0.702 -7.091 0.424 -0.8261 -0.7538 0.2049 0.126
F -0.051 -7.383 -1.780 -0.8786 -0.9865 -0.3393 0.181
F 2.153 -7.765 -1.156 0.4624 -1.0256 -0.5418 0.161
B -0.938 -3.449 0.959 -2.7602 1.5784 2.3553 -1.401
F -0.826 -2.966 2.234 0.1204 -0.0595 0.8750 0.196
F -0.199 -2.601 0.162 1.7331 3.4928 -2.7106 0.126
F -0.262 -4.565 0.696 1.2757 -3.7497 -0.0726 0.230
F -2.241 -3.389 0.576 -0.7292 -0.4921 -0.4672 0.207
```
Positions in Å, forces in eV/Å.

Output
⟨S²⟩: 2.005
spin multiplicity: 3
Kohn-Sham gap (alpha / beta): 8.40 / 9.05 eV

3.
Formula: C18H40FO18P2S4
Source: OMol25
Level of theory: the ωB97M-V functional and the def2-TZVPD basis

The geometry in XYZ format:
```
83
Properties=species:S:1:pos:R:3:forces:R:3:lowdin_charge:R:1
C 9.085 -1.347 -0.243 -0.1508 0.9939 0.5373 -0.081
C 9.000 -0.769 -1.656 0.0320 -1.6230 -0.1746 -0.477
F 9.291 0.593 -1.619 -0.0809 0.0529 0.0716 -0.062
C 7.700 -1.112 -2.404 0.4958 0.6851 -0.3101 -0.329
P 6.139 -0.084 -1.893 1.0269 -0.9793 -1.0122 0.274
C 5.047 -1.617 -1.518 -1.0493 -0.4289 0.2704 -0.379
C 3.739 -1.701 -2.355 0.5929 -0.8946 0.6371 -0.279
C 2.617 -2.400 -1.548 -0.7391 0.4912 -0.4806 -0.177
C 1.220 -1.802 -1.788 0.5669 -0.8917 0.5029 -0.175
O 0.974 -0.638 -0.961 -0.5318 -0.5738 -0.0306 -0.034
C 0.183 -0.871 0.087 -0.7630 1.7637 0.2782 -0.351
O -0.512 0.019 0.545 0.7148 -0.9651 -0.0250 0.044
P 4.598 1.416 -1.179 0.8344 1.4466 0.5166 0.696
C 3.480 2.088 -2.502 -0.5408 -0.1940 0.3409 -0.392
C 3.699 0.969 0.386 -0.8264 0.1330 0.1873 -0.382
H 8.643 -2.342 -0.159 0.2289 -0.0012 -0.2166 0.071
H 10.117 -1.324 0.129 -0.0811 -0.2783 -0.1640 0.063
H 8.522 -0.701 0.441 -0.0633 -0.1180 -0.1618 0.057
H 9.823 -1.238 -2.223 0.0085 0.2927 -0.0008 0.115
H 7.596 -2.204 -2.347 -0.0682 0.1242 0.0510 0.057
H 7.896 -0.866 -3.462 -0.2180 -0.0764 0.1113 0.063
H 5.619 -0.098 -3.275 -0.1828 -0.1131 0.0280 -0.028
H 6.904 1.096 -2.288 -0.1366 0.0504 0.3451 -0.051
H 6.681 -0.029 -0.525 -0.4580 0.1243 0.1797 -0.030
H 4.734 -1.596 -0.460 0.2839 0.2269 -0.0862 0.036
H 5.535 -2.597 -1.639 0.3108 0.3061 0.0106 0.059
H 3.940 -2.360 -3.204 -0.0470 0.2861 -0.0833 0.075
H 3.427 -0.743 -2.782 0.0589 0.0818 0.3517 0.064
H 2.785 -2.386 -0.465 0.1282 0.0882 -0.1241 0.105
H 2.535 -3.459 -1.831 0.1555 0.1175 0.0561 0.106
H 1.081 -1.506 -2.830 -0.0511 0.1504 0.1687 0.126
H 0.472 -2.561 -1.519 -0.0617 0.1792 -0.2378 0.106
H 0.177 -1.876 0.548 0.2336 -0.0009 -0.4751 0.152
H 4.113 2.300 -3.370 0.0175 -0.2452 0.1131 0.014
H 3.097 3.060 -2.169 -0.0815 -0.1736 -0.0488 0.000
H 2.634 1.454 -2.807 0.1064 0.1093 -0.0467 0.000
H 2.637 0.703 0.293 0.1889 -0.0902 -0.1284 -0.008
H 4.204 0.164 0.936 0.1148 0.0035 -0.3637 0.010
H 3.737 1.836 1.058 -0.0148 -0.0926 -0.1290 -0.005
C 2.361 -3.880 -6.400 -0.2591 -0.0280 0.3882 -0.175
C 1.602 -2.859 -7.223 0.0741 -0.1664 -0.4458 -0.179
O 2.190 -1.605 -6.875 0.0807 -0.1981 0.3307 -0.188
S 3.756 -1.817 -6.547 -0.1176 -0.0686 0.0552 0.613
O 4.507 -1.499 -7.707 0.1084 -0.0361 0.0242 -0.217
O 4.026 -1.251 -5.282 0.0186 0.2192 -0.3571 -0.208
O 3.713 -3.423 -6.405 -0.1105 0.1681 -0.3803 -0.186
H 2.009 -3.898 -5.366 -0.0417 -0.0027 -0.0224 0.129
H 2.298 -4.880 -6.822 0.2228 0.0211 -0.0409 0.132
H 0.537 -2.853 -7.004 0.0380 0.2184 0.1064 0.132
H 1.752 -3.021 -8.293 -0.0352 -0.0693 0.0152 0.131
C -0.766 1.392 4.042 0.1521 -0.4918 -0.1183 -0.152
C -2.047 1.363 3.241 0.0892 0.3754 -0.4437 -0.159
O -3.083 1.188 4.224 0.2196 -0.2064 0.4413 -0.205
S -2.651 1.917 5.586 0.4280 -0.0565 -0.6901 0.587
O -3.267 3.193 5.625 -0.0759 0.0108 0.3813 -0.218
O -2.773 0.980 6.647 -0.3097 0.0894 0.1160 -0.232
O -1.101 2.116 5.239 -0.4040 0.1238 -0.0631 -0.187
H -0.451 0.387 4.327 -0.0008 0.0128 -0.0195 0.135
H 0.042 1.886 3.511 -0.0278 0.1721 0.1617 0.141
H -2.065 0.555 2.515 -0.1227 -0.0784 0.1115 0.116
H -2.220 2.312 2.732 0.0380 -0.0203 -0.0151 0.139
C -6.685 0.294 6.619 0.0116 -0.5623 0.0076 -0.162
C -6.789 0.675 5.159 0.4918 0.3430 -0.1249 -0.159
O -8.108 1.206 5.010 -0.0866 -0.4921 2.5332 -0.259
S -8.536 1.935 6.376 0.5194 -0.3692 -0.2148 0.610
O -8.299 3.327 6.249 -0.1969 0.0891 0.1800 -0.211
O -9.793 1.418 6.785 -0.1200 0.1631 -0.0521 -0.223
O -7.384 1.323 7.323 -0.0933 0.2875 -0.3036 -0.183
H -7.188 -0.656 6.816 0.0225 -0.0089 -0.0272 0.132
H -5.652 0.234 6.956 -0.0453 0.2199 0.1315 0.128
H -6.644 -0.176 4.498 -0.2423 0.0439 -0.0821 0.141
H -6.075 1.461 4.902 0.0412 -0.0573 -0.0040 0.133
C -9.700 2.806 0.066 0.1920 -0.3452 -0.2709 -0.171
C -10.955 2.113 0.553 -0.3302 0.3880 -0.0215 -0.172
O -10.589 1.544 1.813 0.4188 -0.0196 -0.1296 -0.182
S -9.501 2.489 2.532 -0.1041 0.0215 -0.4540 0.631
O -10.168 3.328 3.458 0.1385 0.0362 0.1265 -0.197
O -8.395 1.692 2.903 -0.2636 0.3338 -1.7478 -0.207
O -9.115 3.373 1.240 -0.3840 -0.0128 0.2101 -0.181
H -8.991 2.092 -0.359 -0.0402 -0.0061 -0.0283 0.133
H -9.912 3.584 -0.664 0.0721 0.1503 0.1660 0.134
H -11.297 1.339 -0.129 0.0728 -0.1659 0.1777 0.133
H -11.763 2.829 0.724 0.0078 0.0076 -0.0654 0.133
```
Positions in Å, forces in eV/Å.

Output
total charge: -1
Kohn-Sham gap: 4.39 eV